51
Properties=species:S:1:pos:R:3:forces:R:3 method="wB97M-V/def2-TZVPD" charge=+1 e_lumo_ha="-0.169 / -0.157" spin_multiplicity=2 homo_ev="-8.875 / -8.865"
O 1.166680 -1.118108 -1.942257 -1.61 -1.52 -2.91
V -0.393268 -1.200990 -1.685191 5.65 -14.70 -7.85
Cl 0.169693 -1.078163 0.117680 5.73 -5.88 -4.27
C 1.646705 1.594778 0.768543 -0.33 -0.93 1.77
O 1.853168 2.719029 1.170931 0.72 2.06 -0.22
N 0.850784 0.783864 1.491212 -2.58 11.89 -4.85
N 2.292632 0.912254 -0.151468 1.81 -0.15 1.71
H 0.503284 1.308115 2.281463 -0.86 0.96 -0.70
H 0.327800 -0.026655 1.191808 1.07 5.26 0.81
H 1.992537 -0.041604 -0.293657 1.21 0.49 -0.34
H 3.114596 1.344127 -0.548905 -0.41 -0.46 0.26
C -1.759192 0.368062 1.927255 -0.37 -0.62 0.25
O -1.309865 1.321564 1.339809 -1.09 1.97 -2.80
N -1.357922 -0.868954 1.840997 -1.60 -1.99 1.96
N -2.708813 0.481907 2.761027 -4.13 1.64 3.18
H -1.780701 -1.672365 2.283576 0.21 0.47 0.25
H -0.628862 -0.909133 1.143173 -4.39 -1.13 3.86
H -2.937208 -0.315068 3.337877 -0.46 0.88 0.33
H -3.014092 1.441723 2.836374 -0.65 -0.35 0.87
C 2.479403 -1.123714 2.607808 -0.70 -2.63 -0.70
O 2.987136 -2.126881 2.266175 3.06 -5.23 -2.21
N 1.313704 -0.765250 2.269053 -0.88 -7.92 6.69
N 3.066040 -0.251909 3.311483 3.86 5.29 4.77
H 1.130057 0.193488 2.528269 0.97 -2.96 2.51
H 0.770705 -1.301955 1.607844 2.16 -0.90 3.13
H 2.530652 0.389720 3.878748 0.26 0.02 -0.13
H 4.004159 -0.406258 3.652352 -0.25 -0.24 -0.19
C -2.395530 -3.296641 -0.383009 -0.32 -1.37 1.59
O -2.211185 -2.260746 -1.305543 0.72 0.51 -1.07
C -2.980586 -1.087091 -1.046868 -0.86 -0.16 0.25
C -2.406115 0.093885 -1.803432 -1.79 -1.08 -0.28
N -0.976933 0.282691 -1.591657 -4.66 14.81 -0.14
C -0.540589 1.244846 -2.622399 0.53 2.05 -1.19
C 0.772635 1.944416 -2.359972 2.58 -1.13 0.07
O 1.830990 0.983565 -2.187101 -1.48 1.68 -4.31
C 3.111317 1.326129 -2.690116 -0.73 0.20 0.13
H -1.996313 -2.979511 0.580401 0.39 -0.30 -0.11
H -1.958580 -4.228640 -0.741541 0.39 0.38 -0.08
H -3.428409 -3.559361 -0.154404 -0.40 0.47 -0.61
H -2.997280 -0.845808 0.015961 -0.04 -0.33 0.10
H -3.978063 -1.319900 -1.419637 -0.20 0.45 0.18
H -2.925283 0.953069 -1.378746 -0.10 0.20 -0.68
H -2.542731 -0.083262 -2.870228 -0.42 0.46 -0.13
H -0.978574 0.901510 -0.793432 0.61 0.11 1.68
H -1.244637 2.076473 -2.593682 -0.45 -0.09 -0.18
H -0.592098 0.825130 -3.627030 0.12 -0.36 0.08
H 0.791051 2.568109 -1.466239 -0.53 0.16 0.29
H 1.067960 2.580102 -3.194708 -0.67 0.19 -0.25
H 3.405141 2.334913 -2.400068 0.13 0.18 0.28
H 3.135016 1.306715 -3.779685 0.23 -0.42 -0.04
H 3.728986 0.587780 -2.178843 0.56 0.08 -0.74

42
Properties=species:S:1:pos:R:3:forces:R:3 method="wB97M-V/def2-TZVPD" e_lumo_ha=0.027 smiles=COCCNCCOC.CO.CO.CO spin_multiplicity=1 homo_ev=-9.603 e_above_lowest_kj_mol=211.1
C -0.779557 -3.539766 -3.373985 -0.45 -0.09 0.28
O -1.264720 -2.339473 -2.806043 0.29 -0.18 0.08
C -0.184261 -1.519126 -2.373419 -0.89 0.14 -0.19
C -0.764472 -0.178259 -1.954148 0.90 -0.16 0.34
N -1.140886 -0.168724 -0.535237 -0.78 1.43 0.10
C -1.433141 1.232339 -0.055463 0.08 -1.22 -0.11
C -2.819928 1.688007 -0.476314 -0.51 0.06 0.58
O -3.743526 0.708009 -0.023323 0.24 -0.32 0.20
C -5.090093 1.139433 0.108893 0.88 0.01 -0.50
H -1.617101 -4.225547 -3.497767 -0.10 0.15 -0.12
H -0.082187 -4.038502 -2.694702 0.26 0.07 -0.12
H -0.329658 -3.340058 -4.348452 0.23 -0.12 -0.01
H 0.519068 -1.376186 -3.199941 0.09 -0.03 -0.02
H 0.323497 -1.985886 -1.525480 0.17 0.00 -0.02
H -1.556536 0.106596 -2.649290 -0.09 0.02 0.00
H 0.058085 0.538946 -2.035681 -0.12 0.13 -0.12
H -2.075588 -0.559111 -0.404259 0.42 -0.78 -0.16
H -0.649631 1.923012 -0.362172 -0.03 0.03 -0.18
H -1.397131 1.139571 1.032901 -0.18 0.36 0.02
H -2.974943 1.764395 -1.555332 0.38 0.38 -0.11
H -3.042489 2.635725 0.029929 0.04 0.16 -0.29
H -5.665829 0.220906 0.094768 -0.35 0.13 0.30
H -5.375728 1.759296 -0.746234 -0.12 0.00 -0.01
H -5.186863 1.724166 1.023801 -0.33 -0.08 0.12
C 1.922309 0.894758 1.040247 0.60 -1.12 0.58
O 1.478095 -0.384798 0.580990 -0.52 0.27 -0.33
H 1.121703 1.612616 1.190983 -0.05 0.08 -0.14
H 2.405544 0.677246 1.997943 -0.10 0.46 0.16
H 2.721254 1.273197 0.401076 -0.27 0.21 -0.27
H 0.512163 -0.373427 0.362943 0.51 -0.06 -0.06
C 4.492364 -2.486863 -0.869236 0.18 -0.37 -0.67
O 4.209122 -1.187064 -0.418714 0.19 0.09 0.34
H 4.092323 -2.638164 -1.881594 -0.11 -0.14 0.13
H 5.572212 -2.624938 -0.960942 0.00 0.29 0.14
H 4.144451 -3.297700 -0.221993 -0.22 0.20 0.12
H 3.296834 -1.139833 -0.108625 -0.23 -0.02 -0.04
C 1.484561 2.457476 5.178978 0.38 -0.45 -0.79
O 1.847058 3.813638 5.367943 -0.40 0.08 0.13
H 0.659974 2.146683 5.817715 0.16 0.22 0.33
H 1.155727 2.261538 4.149926 -0.03 0.28 0.00
H 2.356167 1.811880 5.310796 -0.19 -0.16 0.33
H 2.801775 3.873993 5.388522 0.07 0.02 -0.02

43
Properties=species:S:1:pos:R:3:forces:R:3 method="wB97M-V/def2-TZVPD" charge=+1 e_lumo_ha="-0.117 / -0.337" spin_multiplicity=2 homo_ev="-12.443 / -12.443"
C 3.094311 0.999368 -2.886620 1.44 -0.74 0.23
C 2.986381 -0.064882 -3.981660 0.05 1.15 -1.04
O 2.258601 -1.225572 -3.714030 -0.01 -0.63 0.60
O 4.083391 0.663278 -1.866110 -0.82 0.50 -0.62
H 2.129141 1.293268 -2.474100 -0.21 -0.48 0.21
H 3.469771 1.912148 -3.349190 0.23 -0.10 -0.06
H 3.918101 -0.430642 -4.413190 0.59 0.73 0.39
H 2.483781 0.438708 -4.807420 -0.24 -0.09 -0.11
H 2.787251 -1.753872 -3.111500 0.01 -0.33 0.03
H 3.876811 -0.180472 -1.457460 -0.21 -0.10 0.02
C 1.073791 -0.094142 0.282310 -0.74 0.04 -2.22
C 2.082161 0.791858 0.942140 -0.02 -2.30 1.33
O 1.710821 0.871938 2.361690 0.19 0.67 -0.90
O 1.209951 -1.520492 0.356190 0.34 0.40 1.73
H 1.108681 -0.025732 -0.804990 -0.28 1.37 -0.12
H 0.140991 0.299638 0.685930 -0.75 -0.48 -0.22
H 2.111741 1.776308 0.475140 0.19 -0.16 0.35
H 2.983561 0.182368 0.878210 0.79 0.87 -0.06
H 1.661091 -0.043602 2.646130 0.14 -0.14 0.21
H 0.740841 -1.841152 -0.417580 -0.08 -0.22 -0.33
C -1.340949 -1.766502 -3.102100 1.31 0.54 0.50
O 0.050881 -1.592122 -2.620690 -2.67 -0.56 0.50
H -1.585189 -2.738632 -3.530360 0.43 -0.21 0.20
H -1.968479 -1.589922 -2.228530 0.01 -0.09 -0.05
H -1.604119 -1.020632 -3.852110 0.20 0.16 -0.01
H 0.719831 -1.674542 -3.304290 -0.07 0.21 -0.52
C -1.582069 2.108998 3.715590 0.54 0.19 -0.42
C -2.501289 1.481258 2.701920 -0.03 -0.31 2.37
C -2.277359 -0.028792 2.596250 -0.05 -0.96 -0.96
O -2.591489 -0.627252 1.350350 -0.66 1.63 0.76
C -2.230879 -1.980572 1.301810 -0.27 -1.24 -0.58
N -3.897929 1.853578 2.986590 2.91 0.54 -3.40
H -0.630039 2.308978 3.223890 0.37 -0.61 0.21
H -1.478379 1.413108 4.548100 0.27 0.40 0.21
H -1.874719 3.118358 4.004800 -0.47 -0.18 0.36
H -2.284429 1.951648 1.742860 -0.39 0.27 -1.10
H -2.931439 -0.369212 3.398990 0.23 -0.76 0.25
H -1.232329 -0.306372 2.733950 0.15 0.60 0.80
H -2.964039 -2.655762 1.743040 -0.40 0.25 0.27
H -1.290169 -2.231392 1.791950 0.36 0.43 -0.20
H -2.213109 -2.232162 0.241390 0.35 -0.04 0.10
H -3.890429 2.853368 3.129620 -0.83 0.51 1.23
H -4.313069 1.676258 2.083090 -1.91 -0.74 0.07